[1]
ORCA calculation (ωB97M-V/def2-TZVPD) on C31H27BN4O7Ru as an isolated structure at a distorted geometry.

```
71
Properties=species:S:1:pos:R:3:forces:R:3
H 5.175017 -0.961032 1.475710 0.0 0.0 0.0
C -2.425659 0.818729 -3.093599 0.1 0.0 0.1
C 3.349484 1.583905 3.747058 0.1 0.0 0.0
C -3.207463 -0.470414 -2.892793 0.0 0.0 0.0
H -2.646261 3.518000 1.831995 0.0 0.0 0.0
C 2.619152 -1.945378 0.358862 -0.3 0.1 0.1
C -2.299017 -0.228008 2.535140 0.1 -0.1 0.0
N 2.368328 -1.004918 1.320083 0.2 -0.1 0.0
C -0.580097 1.825803 -4.581014 0.0 0.1 0.0
H 3.209210 3.197746 5.177718 0.0 0.0 0.0
O -4.430745 2.570518 3.495271 0.0 0.0 0.0
C 4.622926 -0.275890 2.088691 0.3 0.2 0.1
H -1.810666 -3.460935 -2.092543 0.0 0.0 0.0
C 1.291789 2.481469 4.601364 -0.4 -0.1 0.0
C -0.962819 -0.634440 -4.670348 0.0 0.0 0.0
C -1.898924 -1.645389 2.891792 -0.1 -0.1 0.1
O -0.526337 3.416388 0.145432 -0.1 0.0 0.0
Ru 0.419301 -0.492388 1.530442 -0.9 -0.3 -0.3
H 0.336365 -4.425089 -2.845711 0.0 0.0 0.0
O -0.656495 -1.920826 2.673583 0.3 0.3 0.0
C 2.647069 2.494166 4.573360 0.3 0.0 0.0
C -2.582716 2.457703 2.032894 0.0 0.0 0.0
C -3.314129 1.855396 -3.755279 0.0 0.1 0.0
H -3.573647 -0.869711 -3.840921 0.0 0.0 0.0
H 0.009362 -0.671074 -5.164751 0.0 0.0 0.0
H -4.257690 1.911756 -3.210549 0.0 0.0 0.0
H -4.922983 1.980276 4.074184 0.0 0.0 0.0
O -0.124493 0.450953 -2.696112 0.0 -0.1 0.0
H 6.445754 0.547422 2.880147 0.0 0.0 0.0
H -1.205029 1.995600 -5.459855 0.0 0.0 0.0
C -1.037745 0.602729 -3.796576 0.0 0.1 0.0
C 3.807598 -2.559862 0.004221 0.2 -0.3 -0.3
C 2.767946 -3.882364 -1.750473 -0.3 0.0 -0.1
O -2.742357 -2.402262 3.359535 0.2 -0.1 0.0
C 2.594535 0.710270 2.947789 -0.1 -0.1 -0.1
C 3.237955 -0.255296 2.065005 -0.3 0.0 0.1
C 0.596879 1.570920 3.777106 -0.1 0.3 0.3
H -3.526863 1.584199 -4.792756 0.0 0.0 0.0
C -1.593543 1.673258 1.367965 -0.1 0.0 -0.2
C -0.874911 -3.165812 -1.635174 -0.3 0.2 0.2
H -1.076939 -1.540880 -4.076599 0.0 0.0 0.0
C 4.766407 1.524667 3.710649 -0.2 0.2 0.1
H -0.598594 2.718024 -3.952729 0.0 0.0 0.0
C 3.866649 -3.506894 -1.044413 0.2 0.2 0.3
H -0.484958 1.523563 3.777124 0.0 0.1 0.0
H -1.790865 -1.774285 -0.211865 0.0 0.0 -0.1
C 1.510938 -3.324368 -1.403618 0.1 0.0 0.0
C -3.342812 0.444945 3.140512 -0.1 0.0 0.0
O -0.041695 1.245393 -0.432236 -0.1 0.5 0.3
C 0.304036 -3.698083 -2.041204 0.2 -0.1 -0.1
H -2.590676 -1.223159 -2.406802 0.0 0.0 0.0
H 4.826481 -3.952918 -1.280028 0.0 0.0 0.0
H -4.059526 -0.260685 -2.244438 0.0 0.0 0.0
H 4.716723 -2.357060 0.536783 0.0 0.0 0.0
C -0.723991 2.240309 0.405904 0.0 -0.1 0.0
O -2.057090 1.301623 -1.789331 0.1 0.1 -0.1
C 1.434391 -2.378292 -0.369182 -0.1 0.1 0.1
C 5.363459 0.609860 2.903387 0.0 -0.3 -0.3
H 0.733525 3.159659 5.232713 0.0 0.0 0.0
C -3.451215 1.829466 2.880696 0.0 0.0 0.0
B -0.722584 1.011955 -1.585980 0.2 -0.1 0.0
H 5.347015 2.204449 4.322297 0.0 0.0 0.0
N -1.469647 0.335942 1.676604 0.3 0.4 -0.1
N 0.222708 -1.833232 0.001670 0.5 -0.1 0.0
H 2.831132 -4.611102 -2.549430 0.0 0.0 0.0
H -2.853075 2.841009 -3.728242 0.0 0.0 0.0
H -4.002591 -0.087639 3.813825 0.0 0.0 0.0
N 1.212984 0.745739 2.971254 0.4 -0.3 -0.2
C -0.876629 -2.218573 -0.588443 -0.2 -0.2 -0.2
H 0.447832 1.663496 -4.906499 0.0 0.0 0.0
H -1.739480 -0.609043 -5.439275 0.0 0.0 0.0
```
Positions in Å, forces in eV/Å.

Results
HOMO (spin up / spin down) = -0.0890 / -0.1406 Ha
Charge = -1
Spin multiplicity = 2
⟨S²⟩ = 0.77
Gap between HOMO and LUMO (spin up / spin down) = 4.91 / 6.31 eV
ΔE to the lowest compared entry with this formula, charge and spin = 10.64 kcal per mole
DFT total energy = -2063.2726 hartree
Lowest unoccupied orbital energy (spin up / spin down) = 0.09141 / 0.09131 Eh

In the Mulliken picture, each atom carries the following charge in e: H 0.166; C 1.662; C 1.403; C -1.685; H 0.531; C 0.623; C -0.254; N 0.166; C -2.104; H 0.381; O -0.583; C -0.731; H 0.463; C -1.108; C -1.711; C 0.183; O -0.838; Ru -0.166; H 0.411; O -0.447; C -0.739; C -1.713; C -1.976; H 0.334; H 0.439; H 0.460; H 0.289; O -0.405; H 0.354; H 0.341; C 1.820; C -0.915; C -1.073; O -0.774; C -0.162; C 0.738; C 0.051; H 0.338; C 0.548; C -0.817; H 0.235; C -0.879; H 0.338; C -0.978; H 0.338; H 0.574; C 1.277; C -0.783; O 0.016; C -0.800; H -0.013; H 0.353; H 0.497; H 0.384; C 0.219; O -0.371; C -0.186; C -1.070; H 0.419; C 1.190; B 0.270; H 0.365; N 1.341; N 0.757; H 0.390; H 0.361; H 0.422; N 0.422; C -0.415; H 0.513; H 0.317

***

[2]
ORCA calculation (ωB97M-V/def2-TZVPD) on one molecule with the formula C13H15NS at a distorted geometry.

```
30
Properties=species:S:1:pos:R:3:forces:R:3
C -0.491148 3.603396 -2.509501 1.0 -0.2 -1.1
H 2.619131 2.196814 -0.354052 -1.2 -0.7 0.6
H -1.822056 -2.428963 -0.942864 -0.8 0.6 -0.5
H -2.958762 2.310741 -0.910285 -0.6 -1.4 1.4
C 1.647480 1.783519 0.069745 0.1 -0.3 -0.3
S 1.444412 2.375613 1.810523 0.4 -0.8 0.3
H 0.744111 -2.164470 -0.593650 -0.1 0.7 -0.6
C -0.817088 1.970330 -0.296156 -1.0 -1.3 0.0
H 1.561648 -3.459198 1.423997 -0.5 0.5 -0.2
N 1.850340 1.032974 4.164507 1.1 2.9 0.4
C 0.426067 2.230097 -0.796352 2.2 -0.3 2.3
C -1.449127 -2.346122 0.052478 0.1 1.1 2.2
H -0.928862 1.408817 0.608556 0.0 -0.2 0.4
H 0.104530 -3.291489 2.343189 -0.1 0.7 -1.7
C -1.904964 2.300993 -1.055478 -0.7 1.6 -0.7
C 1.093611 -1.524436 1.895989 0.7 2.0 1.4
H -2.635192 3.442144 -2.705506 0.3 -0.1 0.3
C 0.604058 3.069058 -1.857128 1.4 0.3 -0.7
H 1.681006 0.668014 0.189290 0.2 0.9 -0.4
C 1.640896 0.923637 2.930693 -0.4 -2.1 -1.8
C -1.751084 3.116325 -2.145733 0.8 1.7 -1.9
H 1.654486 3.287196 -2.183545 -1.2 0.0 0.3
H 0.022028 -3.778680 -0.278226 0.4 0.8 -0.5
C 1.443069 -0.483731 2.399689 -0.3 2.1 -0.2
H -0.156940 4.270923 -3.342050 -1.4 -0.4 0.6
C 0.658919 -2.792760 1.468747 0.4 -2.1 -0.4
H -2.093407 -2.967394 0.752892 1.2 -0.1 -1.0
C 0.033350 -2.694003 0.000098 -0.9 -3.9 3.1
H -1.553403 -1.377972 0.616210 -0.2 -0.2 -1.4
H 2.102192 2.081663 4.320671 -0.8 -2.0 0.2
```
Positions in Å, forces in eV/Å.

Results
HOMO = -0.3285 Ha
Charge = 0
Gap between HOMO and LUMO = 9.75 eV
ΔE to the lowest compared entry with this formula, charge and spin = 81.51 kcal per mole
DFT total energy = -957.1702 hartree
Lowest unoccupied orbital energy = 0.02985 Eh

In the Mulliken picture, each atom carries the following charge in e: C -0.524; H 0.336; H 0.336; H 0.335; C -0.537; S -0.209; H 0.375; C -0.221; H 0.307; N -0.609; C 0.777; C -0.941; H 0.298; H 0.341; C -0.764; C 0.626; H 0.349; C -0.285; H 0.074; C 0.029; C -0.306; H 0.262; H 0.278; C -0.007; H 0.285; C -0.899; H 0.298; C -0.449; H 0.186; H 0.261

***

[3]
ORCA calculation (ωB97M-V/def2-TZVPD) on C12H15NNa as an isolated structure at a distorted geometry.

```
29
Properties=species:S:1:pos:R:3:forces:R:3
C -0.632532 -1.506986 1.261208 0.7 -0.6 -0.6
H -1.509081 1.574824 0.542818 -0.3 -0.2 0.0
C -1.638624 0.508997 0.356178 -0.2 0.0 -0.1
C 0.514056 0.580798 1.609981 0.4 0.0 0.1
H 0.594228 -3.913215 5.400253 -0.1 0.2 -0.2
H -0.567720 -8.106475 2.624706 0.2 0.4 -0.1
H -1.546125 0.336162 -0.721393 0.1 0.0 0.2
H -2.236243 -4.592755 0.695582 0.1 -0.4 0.5
H 0.232327 1.631521 1.575019 0.1 -0.1 0.2
H -2.634341 0.179394 0.662045 0.1 0.1 0.1
C -1.725882 -5.082631 1.544108 0.1 -0.2 -0.2
H -1.420955 -2.058700 0.738282 0.7 0.2 0.1
H -2.373500 -2.400406 2.567643 0.4 -0.3 0.6
H 0.304314 -1.978387 1.592643 -0.7 0.1 -0.3
C -1.502757 -2.943507 2.970907 -1.0 0.7 -0.7
H -1.764846 -7.089161 0.703238 0.2 0.3 0.4
H 0.759984 0.274495 2.629584 -0.1 0.1 -0.1
C -0.094007 -6.228456 3.567202 0.0 -0.2 0.1
C -0.033376 -3.783461 4.523101 -0.5 0.3 -0.3
N -0.604811 -0.208752 1.103012 -0.2 -0.2 0.3
H 0.522982 -6.673578 4.344589 -0.1 -0.1 -0.2
C -1.433639 -6.454227 1.539540 -0.6 0.1 -0.5
C -0.333658 -4.852883 3.591318 -0.6 0.9 0.1
H 1.408506 0.441023 0.993257 -0.2 0.0 0.0
Na -3.854822 -6.028281 3.172639 0.7 0.1 -0.2
C -0.783753 -2.643293 4.155295 1.1 -1.4 0.2
H -0.748668 -1.679243 4.647750 -0.1 -0.2 0.1
C -1.231945 -4.306037 2.606116 -0.3 0.5 0.2
C -0.683082 -7.019017 2.581198 0.2 -0.4 0.5
```
Positions in Å, forces in eV/Å.

Results
HOMO = -0.3454 Ha
Charge = +1
Gap between HOMO and LUMO = 5.42 eV
ΔE to the lowest compared entry with this formula, charge and spin = 6.28 kcal per mole
DFT total energy = -683.0252 hartree
Lowest unoccupied orbital energy = -0.14622 Eh

In the Mulliken picture, each atom carries the following charge in e: C -0.900; H 0.285; C -0.835; C -0.821; H 0.453; H 0.413; H 0.339; H 0.248; H 0.270; H 0.343; C -0.822; H 0.520; H 0.604; H 0.475; C -1.323; H 0.377; H 0.340; C -0.454; C -1.071; N 0.177; H 0.415; C -0.547; C 0.355; H 0.343; Na 0.924; C -0.617; H 0.512; C 1.538; C -0.540

***

[4]
ORCA calculation (ωB97M-V/def2-TZVPD) on one molecule with the formula C3H6N2S at a distorted geometry.

```
12
Properties=species:S:1:pos:R:3:forces:R:3
C -2.329429 -0.046219 0.244049 -0.7 0.5 0.7
H -3.341532 -0.157370 -0.161783 0.6 0.2 -0.2
S 2.030714 -0.473673 -0.010663 -0.7 -0.2 -0.2
H -0.645905 -1.262178 1.004823 -0.4 0.1 -0.9
H -0.656727 2.008737 -0.173783 1.0 -1.0 0.4
N -0.289232 1.051207 0.015907 0.2 0.5 -0.9
C -1.308296 -1.101610 0.133501 0.6 0.1 0.9
C 1.057441 0.833743 0.105567 -0.1 1.2 0.2
N -1.179400 0.140449 -0.626381 0.7 0.1 -0.3
H -1.441373 -1.899238 -0.568683 -0.2 -0.6 0.2
H 1.567261 1.776509 0.361357 -0.4 -0.2 0.0
H -2.211027 0.655232 1.083297 -0.6 -0.8 0.0
```
Positions in Å, forces in eV/Å.

Results
HOMO = -0.3083 Ha
Charge = 0
Gap between HOMO and LUMO = 9.16 eV
ΔE to the lowest compared entry with this formula, charge and spin = 68.95 kcal per mole
DFT total energy = -625.5121 hartree
Lowest unoccupied orbital energy = 0.02844 Eh

In the Mulliken picture, each atom carries the following charge in e: C -0.402; H 0.254; S -0.275; H 0.272; H 0.315; N -0.136; C -0.312; C -0.225; N -0.299; H 0.229; H 0.286; H 0.291